118
Properties=species:S:1:pos:R:3:forces:R:3 method="wB97M-V/def2-TZVPD" gap_ev="7.52 / 8.24" e_above_lowest_ev=0.000 largest_force_ev_per_a=3.17 energy_ev=-84496.121 homo_ev="-8.23 / -8.18" s2=3.8104 multiplicity=4
Cr 0.004 0.247 0.009 1.50 0.23 -0.67
C -1.934 -3.612 -0.284 0.65 0.45 1.00
C -0.488 -3.159 -0.675 -0.43 0.67 -0.20
C -0.112 -3.887 -1.984 0.03 1.23 -0.26
O -0.347 -1.737 -0.693 -0.02 0.35 -0.26
H -2.075 -3.307 0.753 -0.12 0.05 0.19
H -2.076 -4.693 -0.286 0.19 -0.11 -0.25
H -2.764 -3.149 -0.817 0.30 0.15 -0.50
H 0.217 -3.589 0.037 -0.03 -0.01 0.70
H -0.839 -3.635 -2.756 -0.12 -0.37 -0.07
H -0.033 -4.963 -1.831 -0.20 0.00 -0.01
H 0.836 -3.522 -2.378 0.23 0.01 0.14
C 2.727 2.063 -3.005 -0.10 -0.28 1.65
C 1.999 0.770 -2.546 1.28 -0.91 0.36
C 3.030 -0.250 -1.912 -0.30 0.70 -0.92
O 0.888 0.943 -1.730 -1.23 0.02 1.67
H 2.077 2.727 -3.576 0.10 -0.07 -0.03
H 3.659 1.828 -3.518 -0.29 -0.15 -0.48
H 3.073 2.553 -2.095 -0.17 0.50 0.11
H 1.711 0.344 -3.507 -0.44 -0.63 -0.16
H 3.451 0.043 -0.950 -0.50 0.22 0.26
H 3.906 -0.325 -2.555 -0.01 -0.15 -0.32
H 2.558 -1.231 -1.857 -0.05 0.07 0.19
C 2.585 2.899 1.421 -0.08 -0.17 -0.96
C 1.074 3.056 1.637 -0.04 0.23 -0.08
C 0.719 4.559 1.241 -0.04 -1.22 -0.03
O 0.220 2.047 1.128 -0.10 -0.92 -1.23
H 2.832 3.064 0.372 0.03 -0.29 -0.26
H 2.935 1.912 1.723 -0.08 0.11 -0.08
H 3.160 3.663 1.944 -0.17 0.02 0.37
H 1.030 2.923 2.718 -0.58 0.47 0.58
H 1.270 5.255 1.874 0.07 -0.06 0.09
H -0.334 4.839 1.276 -0.14 -0.36 0.29
H 1.023 4.747 0.211 0.22 -0.10 -0.06
C -4.725 -2.270 2.134 1.29 -0.34 -0.29
C -4.048 -1.828 3.441 -0.35 -0.69 0.06
C -2.518 -2.157 3.508 -0.18 1.60 -1.17
C -1.820 -1.275 2.530 -0.42 -0.73 0.68
N -1.291 -0.525 1.854 0.64 0.38 -0.97
H -5.808 -2.175 2.044 0.12 0.26 0.43
H -4.459 -3.300 1.897 -0.15 -0.18 0.07
H -4.233 -1.685 1.357 -0.28 0.08 -0.38
H -4.510 -2.327 4.293 -0.06 0.15 0.09
H -4.233 -0.756 3.501 0.35 0.05 0.50
H -2.250 -3.187 3.273 -0.23 -0.03 0.16
H -2.062 -1.828 4.441 -0.28 -0.41 0.34
C -0.875 0.994 5.011 -0.67 0.17 -0.32
C -0.974 2.437 5.573 -0.19 -1.38 -0.77
C 0.399 2.988 5.867 0.55 0.97 0.52
C 1.399 2.126 6.510 -0.03 -0.72 0.45
N 2.192 1.397 6.927 -0.53 0.56 -0.29
H -0.521 0.257 5.732 0.30 0.29 0.22
H -0.262 0.942 4.112 0.32 0.21 0.07
H -1.827 0.590 4.666 -0.36 0.33 0.12
H -1.659 2.502 6.419 0.35 -0.28 0.35
H -1.419 3.138 4.867 0.03 -0.25 -0.39
H 0.201 3.885 6.454 0.61 0.09 0.27
H 0.932 3.328 4.979 -0.36 0.03 -0.37
C -0.894 4.574 -4.301 -0.64 0.17 0.43
C -1.567 3.819 -3.158 0.96 0.25 0.55
C -1.114 4.382 -1.795 -0.28 -0.05 -0.06
C -1.733 5.718 -1.566 -0.04 0.39 0.59
N -2.258 6.727 -1.339 0.61 -1.17 -0.40
H -1.255 5.601 -4.252 -0.07 0.10 -0.56
H -1.124 4.074 -5.242 0.09 0.38 -0.13
H 0.183 4.642 -4.153 0.05 -0.32 -0.04
H -1.252 2.778 -3.230 -0.28 -0.17 0.29
H -2.652 3.926 -3.130 -0.09 -0.30 -0.60
H -0.028 4.404 -1.695 0.01 0.35 -0.24
H -1.403 3.699 -0.996 -0.27 0.14 0.20
C -2.063 -2.692 -5.212 0.69 -1.65 0.51
C -2.314 -1.749 -4.049 -0.34 0.87 -1.44
C -1.360 -0.531 -4.078 0.04 0.43 0.13
C -1.152 0.121 -5.426 0.03 0.37 -1.52
N -1.033 0.603 -6.491 -0.30 -1.24 2.90
H -1.037 -3.063 -5.215 0.45 0.55 -0.28
H -2.344 -2.354 -6.209 0.09 0.34 0.25
H -2.543 -3.656 -5.041 -0.71 0.08 0.00
H -2.292 -2.230 -3.071 0.25 0.09 -0.12
H -3.334 -1.411 -4.230 -0.16 0.31 0.40
H -0.417 -0.775 -3.590 0.38 -0.26 -0.50
H -1.687 0.237 -3.378 -0.37 0.23 -0.17
C 5.133 0.383 2.406 -0.69 -0.45 -0.46
C 4.660 -0.767 3.285 1.15 -0.83 -0.03
C 3.162 -0.858 3.551 -0.09 0.33 -0.34
C 2.386 -0.677 2.314 -1.65 0.51 -2.36
N 1.763 -0.530 1.334 0.95 -0.07 2.08
H 4.741 1.321 2.798 0.27 0.14 -0.21
H 4.730 0.189 1.412 -0.30 0.45 -0.18
H 6.205 0.434 2.215 0.05 -0.06 0.63
H 5.222 -0.756 4.219 -0.37 0.04 0.29
H 4.907 -1.732 2.843 0.31 0.05 -0.26
H 2.873 -0.107 4.286 -0.38 0.01 -0.04
H 2.896 -1.858 3.894 0.08 0.03 0.28
C -5.209 -0.857 -1.943 0.60 -0.81 0.29
C -5.608 0.170 -0.889 0.05 -0.61 -0.37
C -4.650 1.341 -0.926 0.13 0.66 -0.69
C -3.206 1.003 -0.792 1.52 -0.20 0.55
N -2.072 0.782 -0.661 -1.77 0.40 -0.15
H -4.174 -1.182 -1.833 0.19 0.06 0.20
H -5.261 -0.467 -2.959 -0.28 0.21 0.05
H -5.779 -1.785 -1.899 -0.29 0.17 0.02
H -5.645 -0.175 0.144 -0.09 -0.55 -0.19
H -6.613 0.470 -1.185 0.02 0.55 0.40
H -4.948 2.113 -0.217 0.41 -0.03 0.22
H -4.768 1.801 -1.906 0.29 0.19 -0.15
C 5.800 -4.323 -1.114 -0.34 0.75 0.43
C 4.683 -3.239 -1.135 1.05 -0.32 -0.37
C 3.399 -3.703 -0.487 -0.01 -0.05 0.30
C 3.469 -3.889 1.001 -0.33 0.19 0.04
N 3.454 -4.011 2.154 0.14 0.18 -1.23
H 6.365 -4.297 -2.046 0.24 0.04 0.27
H 5.427 -5.338 -0.979 -0.29 0.04 -0.14
H 6.420 -4.122 -0.240 0.40 -0.16 -0.23
H 4.509 -2.943 -2.170 -0.49 -0.29 -0.06
H 5.021 -2.297 -0.703 0.15 -0.10 0.35
H 3.145 -4.659 -0.945 -0.29 -0.08 0.20
H 2.631 -2.978 -0.757 -0.35 -0.12 0.54